{"formula": "C25H42Cl2O5PS5TeZr", "method": "ωB97M-V/def2-TZVPD", "species": ["Zr", "C", "C", "O", "P", "S", "S", "O", "C", "C", "H", "H", "H", "H", "H", "H", "H", "H", "H", "H", "Cl", "C", "Cl", "H", "H", "O", "S", "C", "C", "C", "C", "S", "O", "C", "C", "C", "C", "C", "C", "C", "C", "C", "C", "C", "C", "H", "H", "H", "H", "H", "H", "H", "H", "H", "H", "H", "H", "H", "H", "H", "H", "H", "H", "C", "Te", "C", "H", "H", "H", "H", "H", "H", "C", "S", "C", "O", "H", "H", "H", "H", "H", "H"], "xyz": [[0.4111, 0.1887, 0.2544], [-0.1254, -1.4171, -6.2096], [0.6673, -0.4433, -5.3792], [-0.1055, -0.1597, -4.1618], [0.5322, 0.6782, -2.9939], [-0.9356, 1.1939, -1.7299], [1.8951, -0.3396, -1.9435], [1.1541, 1.9048, -3.7473], [1.8838, 2.9577, -3.0442], [2.3558, 3.9511, -4.0723], [0.4147, -1.6123, -7.1361], [-1.1017, -1.0053, -6.4599], [-0.2657, -2.3668, -5.6933], [0.8180, 0.5015, -5.8963], [1.6356, -0.8501, -5.0807], [2.7096, 2.4901, -2.5072], [1.1999, 3.4056, -2.3212], [3.0214, 3.4764, -4.7919], [2.9023, 4.7511, -3.5731], [1.5128, 4.3877, -4.6056], [1.9685, 2.0472, 0.5365], [-0.6041, 4.3542, 0.5558], [-1.3573, 2.9455, 1.1308], [-1.2374, 5.1975, 0.3434], [0.4645, 4.3293, 0.4323], [0.2737, 0.2332, 2.3774], [-0.2311, -0.0955, 3.7879], [1.3228, -0.2856, 4.6633], [2.1017, -1.4967, 4.1239], [3.5758, -1.1827, 3.8487], [3.8443, -0.2195, 2.7003], [3.5620, -0.7851, 1.0048], [2.0484, -1.1022, 0.9283], [4.3233, -2.3827, 1.0140], [3.6163, -3.5163, 1.3974], [4.2675, -4.7379, 1.3997], [5.6064, -4.8151, 1.0288], [6.2966, -3.6770, 0.6413], [5.6516, -2.4475, 0.6212], [-0.8168, 1.4293, 4.4418], [-0.0987, 2.6043, 4.2372], [-0.5906, 3.7781, 4.7757], [-1.7791, 3.7682, 5.5022], [-2.4889, 2.5919, 5.6886], [-2.0104, 1.4049, 5.1496], [1.0569, -0.3838, 5.7173], [1.8541, 0.6595, 4.5346], [1.6390, -1.8639, 3.2065], [2.0495, -2.3080, 4.8495], [4.1114, -2.1168, 3.6744], [4.0269, -0.7438, 4.7425], [4.8968, 0.0763, 2.6770], [3.2526, 0.6987, 2.7414], [2.5764, -3.4311, 1.6842], [3.7393, -5.6342, 1.6969], [6.1093, -5.7726, 1.0356], [7.3330, -3.7442, 0.3409], [6.1731, -1.5552, 0.2953], [0.8064, 2.6058, 3.6406], [-0.0529, 4.7048, 4.6279], [-2.1567, 4.6914, 5.9210], [-3.4136, 2.5955, 6.2488], [-2.5525, 0.4756, 5.2797], [-3.4707, -0.9249, -0.8844], [-2.6284, -0.5619, 1.0282], [-4.0004, 0.9815, 1.5288], [-4.3702, -1.5225, -0.7713], [-2.7219, -1.4479, -1.4718], [-3.6921, 0.0323, -1.3479], [-4.0254, 1.7121, 0.7256], [-3.6717, 1.4508, 2.4537], [-4.9771, 0.5283, 1.6728], [-0.3778, -3.2488, -2.3786], [0.4628, -3.0312, -0.8258], [-0.2419, -4.4041, 0.0674], [-0.2712, -1.8275, -0.1777], [0.0464, -4.1348, -2.8529], [-0.1771, -2.3694, -2.9858], [-1.4459, -3.3737, -2.2083], [0.0903, -5.3284, -0.4046], [-1.3275, -4.3230, 0.0525], [0.1297, -4.3567, 1.0892]], "nbo_charge": [1.580, -0.628, -0.065, -0.841, 1.821, -0.517, -0.571, -0.834, -0.060, -0.630, 0.240, 0.231, 0.205, 0.209, 0.190, 0.200, 0.193, 0.224, 0.233, 0.226, -0.487, -0.367, 0.069, 0.210, 0.207, -1.044, 1.309, -0.588, -0.415, -0.419, -0.590, 1.298, -1.038, -0.202, -0.239, -0.189, -0.170, -0.184, -0.222, -0.328, -0.136, -0.209, -0.151, -0.200, -0.185, 0.262, 0.240, 0.218, 0.239, 0.239, 0.237, 0.261, 0.256, 0.218, 0.230, 0.240, 0.242, 0.237, 0.228, 0.238, 0.241, 0.242, 0.235, -0.846, 0.641, -0.869, 0.243, 0.229, 0.244, 0.241, 0.238, 0.247, -0.814, 1.308, -0.804, -1.043, 0.262, 0.276, 0.246, 0.261, 0.252, 0.252], "relative_energy_kcal_mol": 0.00, "e_tot_ha": -4921.4639, "e_lumo_ev": [-4.76, -4.86], "multiplicity": 2, "total_charge": 2, "s_squared": 0.754}

---

{"formula": "C25H42IN6Pd", "method": "ωB97M-V/def2-TZVPD", "species": ["Pd", "C", "C", "C", "C", "C", "C", "C", "C", "C", "C", "C", "C", "C", "C", "C", "C", "C", "H", "H", "H", "H", "H", "H", "H", "H", "H", "H", "H", "H", "H", "H", "H", "H", "H", "H", "H", "H", "H", "H", "H", "H", "H", "H", "H", "H", "H", "I", "C", "C", "N", "N", "C", "H", "H", "H", "C", "C", "C", "C", "N", "C", "N", "N", "N", "H", "H", "H", "H", "H", "H", "H", "H", "H", "H"], "xyz": [[0.7848, -0.3508, 0.4355], [-0.6492, 1.1538, 0.8286], [0.0773, 1.7802, -0.2833], [1.3848, 1.9421, 0.1863], [1.3840, 1.5107, 1.6197], [0.0998, 1.2097, 2.0476], [-0.4060, 0.8749, 3.4310], [-1.6456, 1.7318, 3.7224], [0.6727, 1.1874, 4.4697], [-0.7846, -0.6068, 3.5328], [2.6850, 2.4959, -0.4093], [3.6050, 2.9854, 0.7253], [2.4640, 3.7102, -1.3180], [3.4435, 1.4108, -1.1871], [-0.6023, 1.9755, -1.6396], [-0.8916, 3.4632, -1.8946], [-1.9702, 1.2723, -1.6574], [0.2052, 1.3533, -2.7846], [-1.6989, 0.9065, 0.7871], [2.2565, 1.5610, 2.2499], [-1.4179, 2.7952, 3.6409], [-2.0077, 1.5387, 4.7331], [-2.4594, 1.5060, 3.0305], [0.9937, 2.2280, 4.4091], [1.5491, 0.5485, 4.3398], [0.2851, 1.0115, 5.4735], [-1.5942, -0.8549, 2.8414], [-1.1300, -0.8382, 4.5420], [0.0682, -1.2495, 3.3007], [3.0852, 3.6636, 1.4039], [4.4481, 3.5257, 0.2957], [4.0189, 2.1601, 1.3063], [1.9441, 4.5101, -0.7890], [1.9148, 3.4789, -2.2243], [3.4378, 4.0949, -1.6236], [3.7197, 0.5823, -0.5341], [4.3614, 1.8326, -1.6011], [2.8485, 1.0155, -2.0115], [-1.5000, 3.8755, -1.0880], [-1.4535, 3.5709, -2.8243], [0.0069, 4.0643, -1.9767], [-2.6619, 1.6980, -0.9295], [-1.8749, 0.1988, -1.4759], [-2.4198, 1.4006, -2.6422], [1.1718, 1.8235, -2.9378], [-0.3538, 1.4405, -3.7182], [0.3787, 0.2898, -2.5908], [6.3401, -2.8501, 1.4842], [4.5362, -2.3957, 0.6161], [4.0702, -2.7907, -0.6194], [2.8524, -2.2470, -0.7686], [2.4916, -1.5363, 0.3067], [3.5064, -1.6169, 1.1582], [4.5083, -3.4153, -1.3781], [2.1692, -2.4213, -1.4893], [3.4642, -1.1100, 2.1075], [-3.6113, -4.2836, -2.8998], [-4.2089, -3.6696, -1.6398], [-4.4323, -2.1687, -1.7942], [-3.3858, -3.9913, -0.3906], [-2.1006, -3.2897, -0.3672], [-1.7768, -2.1198, 0.1809], [-0.5232, -1.8713, -0.1186], [-0.0919, -2.9062, -0.8702], [-1.0285, -3.7579, -1.0154], [-4.2354, -4.0516, -3.7620], [-3.5372, -5.3682, -2.8198], [-2.6117, -3.8940, -3.0995], [-5.1775, -4.1428, -1.4498], [-3.5027, -1.6538, -2.0516], [-4.8364, -1.7181, -0.8844], [-5.1394, -1.9715, -2.5982], [-3.1542, -5.0522, -0.3125], [-3.9149, -3.6863, 0.5125], [-2.4429, -1.4982, 0.7513]], "lowdin_charge": [0.923, -0.117, -0.150, -0.130, -0.047, -0.235, -0.562, -0.036, -0.045, -0.048, -0.522, -0.055, -0.042, -0.037, -0.527, -0.026, -0.069, -0.040, 0.102, 0.105, 0.096, 0.091, 0.080, 0.095, 0.085, 0.092, 0.060, 0.092, 0.079, 0.098, 0.092, 0.080, 0.098, 0.058, 0.092, 0.061, 0.096, 0.068, 0.096, 0.093, 0.058, 0.089, 0.055, 0.094, 0.056, 0.093, 0.076, 0.916, -0.775, -0.119, 0.010, -0.115, -0.189, 0.129, 0.131, 0.113, -0.070, -0.407, -0.068, -0.090, -0.077, -0.115, -0.075, 0.008, 0.097, 0.086, 0.085, 0.069, 0.142, 0.067, 0.083, 0.089, 0.135, 0.134, 0.137], "relative_energy_kcal_mol": 0.00, "e_tot_ha": -1731.6883, "e_lumo_ev": -2.69, "multiplicity": 1, "total_charge": 1}

---

{"formula": "C25H42O3", "method": "ωB97M-V/def2-TZVPD", "species": ["C", "C", "C", "C", "C", "C", "C", "C", "C", "C", "C", "C", "C", "C", "C", "C", "O", "C", "O", "O", "C", "C", "C", "C", "C", "C", "C", "C", "H", "H", "H", "H", "H", "H", "H", "H", "H", "H", "H", "H", "H", "H", "H", "H", "H", "H", "H", "H", "H", "H", "H", "H", "H", "H", "H", "H", "H", "H", "H", "H", "H", "H", "H", "H", "H", "H", "H", "H", "H", "H"], "xyz": [[-1.1080, 2.4227, 1.2292], [-2.4781, 2.7621, 0.5729], [-2.6013, 4.1861, -0.0083], [-1.4762, 4.6404, -0.9545], [-1.5322, 4.0528, -2.3848], [-1.3579, 2.5173, -2.4961], [-0.6139, 2.0860, -3.7922], [0.1530, 0.7406, -3.6195], [1.5393, 1.0336, -2.9483], [1.6253, 0.5539, -1.4641], [2.3754, 1.5877, -0.5738], [3.5444, 1.0079, 0.2919], [3.3479, 1.1790, 1.8210], [2.7099, -0.0509, 2.5172], [3.5200, -1.3524, 2.2906], [2.9330, -2.1676, 1.0796], [2.7356, -3.5517, 1.4709], [1.6033, -4.0827, 0.9305], [1.3627, -3.9841, -0.2472], [0.8935, -4.7696, 1.8347], [-0.3939, -5.1770, 1.3645], [-1.4666, -4.1163, 1.5654], [-1.6006, -3.5858, 2.8409], [-2.5679, -2.6594, 3.1353], [-3.4396, -2.2522, 2.1446], [-3.3135, -2.7438, 0.8602], [-2.3325, -3.6811, 0.5750], [-2.2881, -4.2059, -0.8553], [-0.7518, 1.4483, 0.8601], [-1.2173, 2.3189, 2.3174], [-0.3169, 3.1566, 1.0387], [-3.2269, 2.6945, 1.3751], [-2.7165, 1.9697, -0.1443], [-3.5651, 4.2205, -0.5460], [-2.7010, 4.9058, 0.8184], [-0.4609, 4.4926, -0.5635], [-1.5983, 5.7318, -1.0713], [-0.6752, 4.4954, -2.9256], [-2.4255, 4.4114, -2.9178], [-2.3556, 2.0436, -2.5138], [-0.8553, 2.0819, -1.6196], [-1.3509, 1.9620, -4.6019], [0.0492, 2.9192, -4.0646], [-0.4595, 0.0848, -2.9824], [0.3133, 0.2725, -4.6000], [1.7125, 2.1112, -3.0545], [2.2939, 0.4769, -3.5248], [2.0603, -0.4534, -1.4501], [0.6068, 0.4597, -1.0554], [2.8024, 2.3610, -1.2275], [1.6448, 2.0949, 0.0725], [3.7828, -0.0180, -0.0140], [4.4258, 1.6123, 0.0200], [4.3398, 1.3091, 2.2802], [2.7145, 2.0611, 1.9786], [2.7382, 0.1583, 3.6021], [1.6357, -0.1488, 2.2883], [3.4357, -2.0277, 3.1509], [4.5608, -1.1403, 2.0194], [2.0064, -1.6740, 0.7673], [3.6321, -2.1483, 0.2329], [-0.6962, -6.0091, 2.0181], [-0.3898, -5.5825, 0.3524], [-0.9586, -3.9012, 3.6640], [-2.6951, -2.2527, 4.1361], [-4.2324, -1.5277, 2.3167], [-4.0167, -2.4042, 0.1013], [-1.9767, -3.3969, -1.5333], [-1.5941, -5.0341, -1.0114], [-3.2918, -4.5250, -1.1692]], "nbo_charge": [-0.626, -0.405, -0.399, -0.395, -0.395, -0.415, -0.388, -0.395, -0.399, -0.409, -0.397, -0.400, -0.393, -0.402, -0.435, -0.065, -0.526, 0.994, -0.626, -0.489, -0.111, 0.005, -0.208, -0.229, -0.198, -0.205, -0.029, -0.630, 0.207, 0.210, 0.203, 0.203, 0.202, 0.203, 0.202, 0.197, 0.206, 0.194, 0.200, 0.201, 0.200, 0.200, 0.189, 0.199, 0.205, 0.194, 0.207, 0.207, 0.194, 0.200, 0.200, 0.194, 0.204, 0.199, 0.206, 0.208, 0.201, 0.231, 0.208, 0.189, 0.183, 0.200, 0.212, 0.215, 0.215, 0.211, 0.211, 0.227, 0.215, 0.217], "e_tot_ha": -1203.4819, "e_lumo_ev": 0.77, "multiplicity": 1, "smiles": "CCCCCCCCCCCCCCCCOC(=O)OCc1ccccc1C"}